1.
This record from the OMol25 dataset describes a 10-piece molecular cluster, C20H65N5O10 overall. The level of theory is wB97M-V/def2-TZVPD.

Calculated values
- frontier orbital gap (eV) = 8.5
- highest occupied orbital energy (eV) = -8.8
- ΔE to the lowest compared entry with this formula, charge and spin (kJ/mol) = 340.46
- electronic energy (eV) = -49714.8266
- spin multiplicity = 1
- LUMO energy (eV) = -0.26
- SMILES string = COC[C@H](C)N.COC[C@H](C)N.COC[C@H](C)N.COC[C@H](C)N.COC[C@H](C)N.O.O.O.O.O

Element x y z (Å)
O: -2.31118 -4.52849 -8.16193
O: -3.83917 1.17767 -5.27256
O: -5.84126 -3.92242 -8.83511
O: -4.10668 -5.67537 -10.11657
O: -6.06494 -8.39416 -5.17443
O: -2.20384 -0.54529 -10.31022
O: 0.13857 -8.70998 -7.06629
O: -1.46331 -4.40961 -5.29038
O: 0.83916 -3.69453 -7.01227
O: -1.72705 -7.09744 -10.79154
N: -4.29087 -6.68012 -7.12932
N: 3.53707 -3.00357 -6.14350
N: -4.15716 2.48534 -10.28148
N: -3.86424 -2.46504 -5.15734
N: 0.27168 -11.77787 -9.00330
C: -4.36250 2.18673 -4.46589
C: -1.18134 -8.17989 -7.07184
C: 0.45728 -9.56212 -8.14680
C: -2.99578 1.64496 -10.68838
C: -6.86011 -8.87122 -4.10349
C: -0.27795 -10.89841 -8.01101
C: 3.95553 -5.26147 -5.57719
C: -2.36868 -1.97161 -10.25487
C: -4.74170 -6.36812 -5.79980
C: -3.25243 -1.15145 -5.37567
C: -4.26773 -0.12281 -4.87554
C: -4.94064 -7.54864 -4.82709
C: -2.92738 -0.99533 -6.89617
C: -1.85509 2.18170 -9.83575
C: 0.87289 -3.60128 -8.42959
C: 1.62656 -4.67535 -6.33894
C: 3.10870 -4.37219 -6.52008
C: -0.11906 -11.60662 -6.61550
C: -6.03111 -5.41815 -5.79336
C: -3.37699 0.17970 -10.25427
H: -2.81048 1.85264 -11.74224
H: 3.69705 -6.31889 -5.52094
H: 1.36164 -4.62672 -5.28274
H: -1.90394 -8.99434 -7.12317
H: -7.14808 -7.95515 -3.58773
H: -2.43095 -1.06335 -4.66468
H: -2.89529 -3.77935 -8.27953
H: 1.51957 -9.77502 -8.02717
H: 0.70437 -11.19066 -9.70191
H: -3.78537 -2.64291 -4.16626
H: -4.17354 -0.31550 -10.80960
H: 1.77023 -3.15184 -8.85490
H: -4.08629 3.15448 -4.88452
H: -4.75683 -6.35891 -10.27880
H: -1.87893 -7.12457 -11.73623
H: 0.28334 -9.21073 -9.16385
H: -4.19487 2.00693 -3.40396
H: -3.04729 -2.25220 -11.06039
H: 0.90975 -11.72120 -6.27416
H: -1.37171 -7.56438 -6.19262
H: -2.11742 -1.70497 -7.06493
H: -0.68443 -12.52737 -6.47176
H: -2.53421 -5.12164 -8.87932
H: 2.67692 -2.50824 -6.33031
H: 1.51145 -5.66425 -6.78270
H: -5.43597 2.12881 -4.64587
H: -1.70280 -8.01672 -10.52588
H: 3.89819 -4.83901 -4.57402
H: -4.40746 -0.22539 -3.79941
H: -1.33606 -10.72667 -8.20852
H: -4.57328 2.32570 -9.37514
H: -4.06522 -5.97532 -7.81666
H: -2.09943 2.16419 -8.77364
H: -6.88860 -5.95964 -6.19282
H: 3.45092 -4.62090 -7.52464
H: -5.25543 -0.49441 -5.14841
H: -4.06866 -8.20129 -4.78461
H: -5.16098 -7.06262 -3.87665
H: -2.79507 -2.24960 -9.29101
H: -3.12454 -3.11209 -5.39031
H: -7.65531 -9.51588 -4.47789
H: -3.79975 -1.14656 -7.53193
H: -3.71693 0.18232 -9.21863
H: -6.30698 -9.53073 -3.43478
H: -5.26506 -4.60306 -9.18291
H: -5.92989 -4.49755 -6.36812
H: -0.52446 -4.51974 -5.13982
H: -5.50486 -3.74944 -7.95583
H: 4.94711 -5.36242 -6.01843
H: 4.30657 -2.56831 -6.63190
H: -3.91185 -5.84116 -5.32889
H: -1.28932 -7.59838 -7.98741
H: -0.92141 1.63117 -9.95094
H: -1.46209 -2.57554 -10.21669
H: 1.07946 -12.30235 -8.69915
H: -1.56941 -4.52000 -6.23526
H: 0.58756 -4.52296 -8.93673
H: -6.11014 -5.05358 -4.76918
H: -0.44365 -10.90577 -5.84638
H: -1.64861 3.22112 -10.09081
H: -3.73679 3.39533 -10.15778
H: -3.26830 -6.08698 -10.32619
H: -5.00425 -7.27252 -7.52963
H: -2.45636 -0.05041 -7.16709
H: 0.06150 -2.89724 -8.61416

Here are the Mulliken charges for atoms 1 to 6, given in e: number 1, O, carries 0.8220; number 2, O, carries -0.2663; number 3, O, carries -0.6471; number 4, O, carries -0.6017; number 5, O, carries -0.3465; number 6, O, carries -0.3370

---

2.
This record from the OMol25 dataset describes one molecule with the formula C5H9NO. The level of theory is wB97M-V/def2-TZVPD.

Calculated values
- frontier orbital gap (eV) = 8.4
- highest occupied orbital energy (eV) = -8.0
- ΔE to the lowest compared entry with this formula, charge and spin (kJ/mol) = 433.53
- electronic energy (eV) = -8864.7194
- spin multiplicity = 1
- LUMO energy (eV) = 0.48

Element x y z (Å)
O: 1.14095 0.07360 0.91172
N: -3.03515 -1.76289 1.01009
C: -1.42426 0.70353 -0.86941
C: 2.25244 0.60490 0.15746
C: -1.06624 -0.24018 0.27522
C: 0.18884 -0.98816 0.20568
C: -2.15835 -1.05691 0.71585
H: 2.17805 0.26860 -0.88111
H: 3.17272 0.22128 0.60093
H: -1.53538 0.20094 -1.84068
H: -2.37596 1.19653 -0.64627
H: 0.18055 0.59593 1.05623
H: 2.23568 1.69411 0.19810
H: 0.69028 -1.15145 -0.75519
H: -0.68217 1.50480 -0.98795
H: 0.23800 -1.86461 0.84932

Here are the natural (NBO) charges for atoms 1 to 6, given in e: number 1, O, carries -0.5878; number 2, N, carries -0.3991; number 3, C, carries -0.6029; number 4, C, carries -0.2646; number 5, C, carries -0.5213; number 6, C, carries -0.0576

---

3.
This record from the OMol25 dataset describes an isolated ion of composition CH2BrN2 and charge +1. The level of theory is wB97M-V/def2-TZVPD.

Calculated values
- frontier orbital gap (alpha / beta) (eV) = 8.2 / 8.6
- highest occupied orbital energy (alpha / beta) (eV) = -13.9 / -17.5
- ΔE to the lowest compared entry with this formula, charge and spin (kJ/mol) = 300.91
- total charge = +1
- electronic energy (eV) = -74076.2033
- spin multiplicity = 3
- LUMO energy (alpha / beta) (eV) = -5.63 / -8.87

Element x y z (Å)
Br: -0.96491 -0.84279 1.40401
N: -0.32650 0.04096 -0.29076
N: 0.97416 -0.30482 -0.67451
C: 0.72086 0.90591 -0.44377
H: 0.93964 1.89839 -0.46808
H: -1.34326 -1.69764 0.47312

Mulliken atomic charges, in units of e: number 1, Br, carries 0.2735; number 2, N, carries -0.1125; number 3, N, carries -0.2159; number 4, C, carries 0.3659; number 5, H, carries 0.3733; number 6, H, carries 0.3157

---

4.
This record from the OMol25 dataset describes one molecule with the formula C5H2BrF3N2O2. The level of theory is wB97M-V/def2-TZVPD.

Calculated values
- frontier orbital gap (eV) = 9.8
- highest occupied orbital energy (eV) = -10.8
- electronic energy (eV) = -90486.6623
- spin multiplicity = 1
- LUMO energy (eV) = -1.03
- SMILES string = O=C1N=C[C@@](Br)(C(F)(F)F)C(=O)N1

Element x y z (Å)
Br: -2.27330 1.69481 0.12363
F: -3.47298 -0.92670 0.67136
F: -1.82436 -2.30414 0.16748
F: -2.99394 -1.25962 -1.41228
O: -0.66162 -1.15773 2.32442
O: 1.73192 2.02110 0.08230
N: 0.71156 0.39684 -1.07391
N: 0.78306 0.29735 1.23036
C: 1.07061 1.05448 0.08151
C: -2.41777 -1.13393 -0.11904
C: -1.37936 -0.10951 0.03673
C: -0.35375 -0.41868 1.48394
C: -0.40046 -0.10427 -1.18098
H: -0.61344 -0.66478 -2.16819
H: 1.29578 0.33849 2.13164

Here are the natural (NBO) charges for atoms 1 to 6, given in e: number 1, Br, carries 0.0739; number 2, F, carries -0.2987; number 3, F, carries -0.3043; number 4, F, carries -0.3434; number 5, O, carries -0.4936; number 6, O, carries -0.4833

---

5.
This record from the OMol25 dataset describes a 3-piece molecular cluster, C24H30FN2O10 overall. The level of theory is wB97M-V/def2-TZVPD.

Calculated values
- frontier orbital gap (alpha / beta) (eV) = 7.0 / 7.6
- highest occupied orbital energy (alpha / beta) (eV) = -8.7 / -9.3
- electronic energy (eV) = -51543.6661
- spin multiplicity = 2
- LUMO energy (alpha / beta) (eV) = -1.63 / -1.63

Element x y z (Å)
F: -3.33302 0.96214 -0.00451
O: 7.02215 -1.76250 -2.77967
O: -5.61020 -0.10283 -1.20822
O: -0.28611 8.37223 4.14495
O: 2.46499 -4.43434 -1.27203
O: 2.36600 4.57316 3.40968
O: 3.62176 -2.64591 0.32867
O: -2.25012 7.44100 2.61082
O: -0.27447 -2.77255 0.49041
O: 0.43563 3.68111 1.81101
O: 5.82038 -3.48682 -4.40880
N: -3.96417 -1.20428 -0.12491
N: -0.13720 -1.53836 0.16841
C: 0.06666 0.80833 1.08474
C: -2.08786 -0.47667 1.31708
C: -1.86053 -0.31125 -1.26051
C: -2.80793 -0.33082 -0.03713
C: 1.27846 5.32282 3.24902
C: 5.91470 -2.36645 -2.35799
C: 4.09204 -4.04441 -2.90597
C: -3.66338 -2.62217 0.08018
C: 4.16547 -2.82506 -0.74472
C: -0.58015 -1.18742 -1.18941
C: 5.38030 -2.13136 -1.15344
C: 3.55850 -3.81296 -1.69935
C: -0.08954 7.28354 3.63926
C: -0.78797 -2.42476 -2.08423
C: 0.22508 4.75718 2.34265
C: -0.04757 -1.16398 2.56145
C: -0.99848 5.52023 2.14729
C: 0.59841 -0.40961 -1.87092
C: -0.55423 -0.58962 1.20696
C: 1.12561 6.50767 3.85200
C: -1.15389 6.70469 2.75294
C: -4.81536 -0.93828 -1.23571
C: 5.29347 -3.33415 -3.32232
C: -4.73710 -1.79088 -2.50643
H: 0.90404 -1.65535 2.42218
H: -2.35381 -0.54797 -2.19434
H: -0.76485 -1.83726 3.00013
H: -4.67787 -1.13510 -3.36285
H: -3.80972 -2.84687 1.13309
H: -0.06084 -3.20272 -1.88990
H: 0.27511 0.51396 -2.34092
H: -2.28076 0.41961 1.88873
H: -1.75701 5.09426 1.50536
H: 5.81813 -1.43483 -0.45239
H: -1.55460 0.72177 -1.35870
H: -2.48034 -1.30113 1.90043
H: 1.34620 -0.16963 -1.12418
H: -1.80928 -2.77890 -2.10298
H: -0.36950 1.36409 0.25903
H: 1.87834 6.92608 4.50506
H: 2.22525 3.77318 2.86543
H: -2.64067 -2.91980 -0.15105
H: 7.19092 -2.10675 -3.67940
H: -5.65701 -2.36437 -2.54497
H: 1.10798 -1.02559 -2.60140
H: -2.10734 8.24557 3.14842
H: -4.33185 -3.28251 -0.45819
H: 3.66268 -4.75090 -3.60226
H: -0.58605 -2.07499 -3.09197
H: -0.14662 1.37282 1.97335
H: 1.13832 0.70297 0.95335
H: -3.93896 -2.52317 -2.48148
H: 2.28801 -4.08362 -0.37449
H: 0.10174 -0.31955 3.22567

Here are the natural (NBO) charges for atoms 1 to 6, given in e: number 1, F, carries -0.3713; number 2, O, carries -0.6270; number 3, O, carries -0.5034; number 4, O, carries -0.5300; number 5, O, carries -0.6269; number 6, O, carries -0.6260

---

6.
This record from the OMol25 dataset describes C11H12GdN2O6 as an isolated structure. The level of theory is wB97M-V/def2-TZVPD.

Calculated values
- frontier orbital gap (alpha / beta) (eV) = 6.3 / 3.3
- highest occupied orbital energy (alpha / beta) (eV) = -19.4 / -18.3
- ΔE to the lowest compared entry with this formula, charge and spin (kJ/mol) = 18.14
- total charge = +3
- electronic energy (eV) = -47670.1456
- spin multiplicity = 8
- LUMO energy (alpha / beta) (eV) = -13.05 / -14.99

Element x y z (Å)
Gd: -0.24503 -0.11230 0.43573
O: -2.03543 2.69466 -1.07224
O: 2.05328 -2.46029 -1.07289
O: -2.83646 -2.24596 -1.01023
O: 0.07008 -0.09414 2.53251
O: 2.37118 1.83473 -1.12546
O: 0.07177 0.06310 -3.22505
N: 1.25965 -0.01242 4.47784
N: -1.07536 0.19431 4.46360
C: 2.48562 0.15268 3.72184
C: 0.08768 0.02085 3.82421
C: -1.12625 0.54117 5.87251
C: -2.00646 -1.55834 -0.59489
C: -0.09641 -0.02508 -2.08702
C: -2.26756 0.50480 3.68626
C: 1.52884 1.20417 -0.63418
C: 1.39077 0.30234 5.89459
C: 1.30614 -1.70465 -0.61317
C: -1.46709 1.78896 -0.62797
C: 0.09457 0.04229 6.59969
H: -2.41377 -0.28110 2.92902
H: 1.70342 1.35316 6.00838
H: -1.20318 1.63883 5.98681
H: 0.15825 0.54935 7.55979
H: 2.65270 1.20583 3.47032
H: -2.17580 1.48558 3.19041
H: 0.00481 -1.02096 6.82445
H: 2.21828 -0.30588 6.28248
H: 2.46035 -0.42640 2.79776
H: 3.32490 -0.15267 4.34651
H: -2.03288 0.09191 6.29818
H: -3.11140 0.55096 4.38780

Here are the Mulliken charges for atoms 1 to 6, given in e: number 1, Gd, carries 0.6894; number 2, O, carries -0.0290; number 3, O, carries -0.0475; number 4, O, carries -0.0233; number 5, O, carries -0.4119; number 6, O, carries -0.0608

---

| no. | maximum force (eV/Å) |
| --- | --- |
| 1 | 3.13 |
| 2 | 1.06 |
| 3 | 5.69 |
| 4 | 5.84 |
| 5 | 4.79 |
| 6 | 7.53 |